Formula: C4H7OPS2
Source: the OMol25 dataset
Level of theory: ωB97M-V/def2-TZVPD

Computed properties:
F_max	5.14	eV/Å
relative energy (zero: lowest compared OMol25 entry of this formula, charge and spin)	74.9	kcal/mol
energy	-37265.2910	eV
lowest unoccupied orbital energy	-0.78	eV

Structure (XYZ):
```
15
Properties=species:S:1:pos:R:3:forces:R:3
C -0.69492 1.51879 0.15767 1.687 2.817 3.952
S -1.91034 0.54805 0.97570 -0.828 -0.252 1.121
C 1.02636 -0.05341 -0.50070 0.900 -2.424 1.270
C 0.75341 1.06703 0.46582 -1.590 -0.318 -1.821
H 2.08291 -0.32028 -0.65700 -0.428 0.371 -0.206
H -0.68466 2.62369 0.57486 -0.879 -2.026 -1.120
H 0.46468 0.12016 -1.37122 -0.137 0.298 -1.531
C 1.89938 -2.59706 -0.08886 -0.412 -0.316 0.856
H 1.78830 -3.60579 0.39873 -0.234 0.460 -0.737
P -2.69167 -0.45878 -0.65118 0.890 0.782 -0.543
H -0.93521 1.45055 -0.84222 -0.055 0.516 -2.386
O -3.79110 -1.24734 -0.13594 -1.266 -1.075 0.329
S 0.43412 -1.84514 0.00418 1.358 1.033 0.149
H 1.31963 1.92328 0.17601 0.971 0.479 -0.226
H 0.93911 0.87626 1.49416 0.023 -0.346 0.892
```
Forces are in eV/Å.



Formula: C3H4ClF
Source: the OMol25 dataset
Level of theory: ωB97M-V/def2-TZVPD

Computed properties:
F_max	2.40	eV/Å
relative energy (zero: lowest compared OMol25 entry of this formula, charge and spin)	14.9	kcal/mol
SMILES	C=C[C@H](F)Cl
energy	-18414.4261	eV
lowest unoccupied orbital energy	0.88	eV

Structure (XYZ):
```
9
Properties=species:S:1:pos:R:3:forces:R:3
H -0.71009 0.35044 -1.18878 -0.323 -0.036 -1.216
C -0.94879 0.36051 -0.15659 1.126 0.003 0.198
H -0.02143 -0.46228 1.56310 0.336 -0.920 1.085
H 2.35375 -0.96328 0.11559 -1.346 1.180 0.016
C 0.22919 -0.28531 0.55244 0.765 0.051 -0.841
C 1.40859 -0.39137 -0.12187 -1.763 -0.609 1.517
H 1.24608 0.14843 -1.02318 1.014 -0.204 -1.330
F -1.01202 1.67478 0.20956 -0.559 0.288 0.377
Cl -2.54529 -0.43193 0.04974 0.750 0.248 0.195
```
Forces are in eV/Å.



Formula: C22H41N2O2P3ReSe
Source: the OMol25 dataset
Level of theory: ωB97M-V/def2-TZVPD

Computed properties:
⟨S²⟩	3.79
F_max	7.54	eV/Å
multiplicity	4
energy	-125855.8490	eV
lowest unoccupied orbital energy (alpha / beta)	-11.77 / -14.44	eV
total charge	+4

Structure (XYZ):
```
72
Properties=species:S:1:pos:R:3:forces:R:3
C 0.61981 -0.89652 -4.31202 0.621 -0.241 1.063
C -2.12721 -1.48828 -3.72487 -0.062 -0.141 1.045
H -2.22670 -2.38153 -3.09720 -0.235 0.038 -0.337
O 0.74960 0.14370 2.50325 -0.423 -2.679 -2.842
H -1.45676 3.89940 -2.58266 -0.097 0.119 0.129
H 4.27469 0.56286 -1.48327 0.161 -0.159 -0.023
N 0.02324 4.44830 1.00641 -0.691 -0.720 0.127
H -4.19552 -2.46118 2.57229 0.311 -0.196 -0.276
H 2.09666 4.21500 1.05074 -0.216 0.124 0.131
H -3.15578 5.01830 0.61021 -0.224 0.028 0.019
H 4.51045 -1.85287 1.58234 -0.152 0.387 0.143
N -1.49293 4.30586 -0.54663 0.118 -0.443 1.233
C -0.16703 4.03175 -0.29239 -1.217 0.993 1.057
C -0.78090 -3.80256 -0.44115 -1.275 -1.226 -0.646
H -2.93520 0.50126 1.76778 -0.133 0.023 0.226
H -2.15834 -2.82463 4.35139 0.209 0.198 -0.125
Se 1.02176 3.23084 -1.39951 0.178 0.096 -0.066
H 4.08837 -1.19970 -1.32977 0.349 0.113 -0.035
C -1.51115 -0.72513 -0.42108 -1.709 2.268 -0.562
H -1.23085 5.18855 2.58465 -0.039 0.030 0.148
C -1.33423 -2.33602 3.81137 0.397 0.148 -0.136
C -2.17702 3.96476 -1.76798 -0.569 0.071 -0.850
P 3.19432 -0.02165 0.58020 2.782 0.234 0.433
H 0.61737 -1.97394 -4.52174 0.018 0.284 -0.022
H -2.89904 4.74813 -2.00211 0.060 -0.065 0.002
C 0.00420 -3.27458 -1.47427 -0.478 -0.847 -1.416
H 1.57821 -0.62387 -3.85041 -0.014 -0.038 -0.451
H -1.86431 0.54268 3.19826 -0.231 0.014 0.012
C 1.09559 -3.56270 1.08516 0.744 -0.937 1.071
H 5.39808 -0.36740 -0.42655 -0.184 0.039 0.114
H 2.90348 1.91065 1.95485 0.305 0.065 -0.076
C 1.26037 4.28204 1.74886 0.614 0.244 0.514
H 1.48681 -3.57974 2.09970 0.058 -0.250 -0.243
C 1.86267 -3.02165 0.04561 1.389 -0.257 0.205
C 4.02925 -0.93164 1.95101 -0.945 -0.648 0.198
C 1.31003 -2.83446 -1.22728 1.149 -0.022 -1.359
H -2.70915 3.00972 -1.67941 0.145 0.243 0.178
H 3.28072 -1.20168 2.71414 0.441 0.047 -0.060
C -2.11855 4.74624 0.60101 0.449 -0.141 -1.458
H -0.49390 1.91058 -3.37428 -0.324 -0.163 -0.375
H -3.73993 -2.42928 0.82752 -0.106 -0.173 0.393
H -2.19475 1.40339 -3.16710 0.240 -0.054 -0.275
C -3.39472 -2.67936 1.84395 0.050 -0.047 -0.561
H 4.77901 -0.27302 2.41678 -0.241 -0.184 -0.267
P -0.70455 -0.47440 -3.11824 -0.763 -0.297 -2.795
H -3.04467 -0.89560 -3.62269 0.189 -0.193 -0.039
C -2.64184 -0.02551 2.67957 0.578 0.165 -0.562
H 4.59135 1.75965 1.36529 -0.057 -0.065 -0.115
C 4.37129 -0.28378 -0.79760 -1.041 -0.106 -0.528
H -0.92413 -1.51375 4.41321 -0.075 -0.316 -0.043
H 1.23769 3.38050 2.38051 -0.203 0.303 -0.277
H -1.38245 1.13578 -4.75301 0.022 -0.093 0.117
H -0.42679 -3.13950 -2.45987 0.076 -0.099 0.181
H -3.11726 -3.74696 1.88635 -0.253 0.424 0.024
P -1.96017 -1.64852 2.24386 0.176 -1.012 0.028
H -0.53855 -3.06907 3.62081 -0.267 0.146 0.199
H 3.28018 2.37664 0.27324 0.232 -0.144 0.279
Re -0.00956 -1.92254 0.21541 -3.527 5.636 3.549
C -1.24634 1.16163 -3.66645 0.217 0.702 1.118
H -3.51346 -0.17206 3.32494 0.153 -0.035 -0.034
C 3.53603 1.68659 1.08785 -1.164 0.340 -0.152
C -0.24024 -3.92450 0.84900 -0.038 -1.499 0.565
H 2.87269 -2.68280 0.25393 -0.193 -0.137 -0.071
H 1.85141 -2.26963 -1.98675 0.008 -0.533 0.100
H 1.40523 5.15518 2.39349 -0.006 -0.172 -0.154
O -2.41555 -0.01105 -0.63360 2.321 -2.128 0.582
C -1.17241 4.82933 1.57401 1.456 0.022 -0.514
H 0.47080 -0.31743 -5.22890 -0.046 -0.101 0.121
H -1.84441 -4.00112 -0.57965 0.392 -0.235 -0.212
C 0.58313 -0.61503 1.61404 0.387 3.099 2.405
H -0.85339 -4.30064 1.65604 0.043 -0.025 0.015
H -1.98473 -1.79202 -4.77057 0.157 0.180 0.233
```
Forces are in eV/Å.